This record from OMol25 describes one molecule with the formula C14H12O4. The level of theory is ωB97M-V/def2-TZVPD.

```
30
Properties=species:S:1:pos:R:3:lowdin_charge:R:1
C 1.25836 -1.11697 1.93034 0.01
C 1.07880 -1.46747 0.47596 -0.44
O 1.97219 -1.38985 -0.32874 0.10
C -0.31410 -1.94487 0.09874 -0.06
C -1.40645 -1.05763 0.62448 -0.16
C -2.52790 -1.58512 1.25084 -0.03
C -3.53700 -0.76592 1.72475 -0.08
C -3.43919 0.60717 1.58297 -0.08
C -2.33285 1.15611 0.96058 0.01
C -1.32858 0.32838 0.48489 -0.19
O -0.19854 0.92332 -0.07183 0.08
C 0.06955 0.70301 -1.37687 -0.42
O -0.67155 0.12281 -2.12984 0.15
C 1.36711 1.25288 -1.74831 -0.19
C 2.01471 1.21009 -2.96090 0.03
C 3.25790 1.83636 -2.75738 -0.04
C 3.27523 2.21050 -1.44331 -0.10
O 2.14408 1.86622 -0.83012 0.07
H 4.01986 2.71284 -0.85664 0.13
H 4.03340 1.98569 -3.47992 0.10
H 1.63274 0.77680 -3.86158 0.12
H -2.23307 2.22316 0.83540 0.12
H -4.22254 1.25149 1.95126 0.10
H -4.39942 -1.20087 2.20665 0.10
H -2.60935 -2.65633 1.36528 0.11
H -0.43698 -2.95355 0.50176 0.13
H -0.37895 -2.00405 -0.99244 0.13
H 2.29705 -1.25863 2.21878 0.09
H 1.01489 -0.06302 2.05900 0.09
H 0.60058 -1.70254 2.56620 0.09
```

total energy: -841.64393 hartree
ΔE to the lowest compared entry with this formula, charge and spin: 0.0 kJ/mol
HOMO-LUMO gap: 9.72 eV
HOMO energy: -9.02 eV
charge: 0
2S+1: 1

=====

This record from OMol25 describes one molecule with the formula C14H13BO. The level of theory is ωB97M-V/def2-TZVPD.

```
29
Properties=species:S:1:pos:R:3:lowdin_charge:R:1
O -1.29473 -1.64559 -1.85419 0.16
B -0.78070 -0.81823 -0.88644 -0.40
C -2.00953 -1.68107 2.64807 -0.08
C -0.54042 2.51718 -2.63736 -0.08
C -0.79663 -1.69292 3.31319 -0.08
C 0.64698 3.04166 -2.16725 -0.09
C -2.02207 -1.48900 1.26481 -0.03
C -0.98448 1.32131 -2.11097 -0.05
C 0.38913 -1.59347 2.60317 -0.03
C 1.43851 2.34197 -1.30240 -0.04
C -0.85258 -1.29103 0.58580 -0.08
C -0.20048 0.61460 -1.22865 -0.06
C 0.37342 -1.31179 1.24623 -0.19
C 0.99368 1.13506 -0.78029 -0.18
C 1.59017 -1.07912 0.42768 -0.13
C 1.86407 0.40346 0.17982 -0.12
H -1.20018 -1.26370 -2.76303 0.12
H -2.92444 -1.73855 3.17816 0.09
H -1.17230 3.08710 -3.31232 0.11
H -0.79063 -1.85051 4.39384 0.11
H 0.91850 4.03753 -2.51715 0.11
H -2.97029 -1.40706 0.73080 0.12
H -1.89211 0.84433 -2.46223 0.11
H 1.31448 -1.60506 3.13484 0.10
H 2.37679 2.75969 -0.98636 0.11
H 1.44387 -1.55492 -0.51941 0.11
H 2.42624 -1.60355 0.84863 0.12
H 2.86405 0.60993 -0.17465 0.11
H 1.79171 0.91173 1.14767 0.14
```

total energy: -641.44051 hartree
ΔE to the lowest compared entry with this formula, charge and spin: 0.0 kJ/mol
HOMO-LUMO gap: 9.41 eV
HOMO energy: -8.79 eV
charge: 0
2S+1: 1